[1]
A structure of composition C27H67BFO19P4Tl at a distorted geometry. Source: the OMol25 dataset; level of theory: ωB97M-V with the def2-TZVPD basis set.

Each line ends with the Mulliken charge.
Cartesian coordinates (Å):
Tl -14.6076 15.1484 3.7038  0.998
B -15.1525 19.5627 0.8435  -0.104
H -15.7244 19.9667 1.6645  0.006
H -15.5680 18.6313 0.4912  0.080
H -15.0731 20.2510 0.0163  0.013
H -14.2077 19.1753 1.1920  0.067
C -12.0825 25.1851 0.6527  -0.390
C -12.7055 25.5941 -0.6616  0.349
O -11.7087 25.3071 -1.6113  -0.291
C -10.4709 25.1582 -0.9305  0.644
O -9.2621 24.9908 -1.4000  -0.530
O -10.7091 25.2473 0.3707  -0.279
F -13.0065 26.8626 -0.5569  -0.271
H -12.3299 24.1421 0.8503  0.237
H -12.3331 25.7468 1.5525  0.297
H -13.6044 25.0034 -0.8377  0.294
C -7.6770 10.9302 -1.7278  -1.012
C -8.3949 12.2613 -1.3652  -0.306
O -7.4511 13.1361 -0.8637  -0.114
P -7.7733 14.6636 -0.5300  0.804
O -8.8597 14.7912 0.5233  -0.722
O -8.3096 15.1734 -1.9640  -0.137
C -9.1544 16.2072 -2.0433  -0.250
C -8.9622 16.8352 -3.4561  -1.204
O -6.3421 15.3992 -0.2950  -0.326
C -5.4363 15.5729 -1.3041  -0.164
C -4.7741 14.2954 -1.7417  -0.966
H -8.4192 10.5444 -2.4266  0.362
H -6.7099 11.1356 -2.1870  0.269
H -7.5673 10.3606 -0.8050  0.280
H -8.8391 12.7545 -2.2299  0.288
H -9.2338 12.1777 -0.6744  0.387
H -10.1725 15.8475 -1.8944  0.308
H -8.9913 17.0355 -1.3538  0.320
H -9.7224 17.5997 -3.6161  0.395
H -7.9406 17.1490 -3.6705  0.293
H -9.1950 16.0850 -4.2119  0.299
H -5.7835 16.2704 -2.0663  0.197
H -4.6876 16.1562 -0.7681  0.283
H -5.3593 13.5935 -2.3358  0.206
H -3.9614 14.4713 -2.4465  0.423
H -4.2037 13.8834 -0.9091  0.297
C -21.3195 21.5503 10.2773  -1.137
C -21.9579 21.3117 8.9762  -0.093
O -21.1542 20.4027 8.2047  -0.309
P -20.1661 20.8982 6.9680  0.861
O -19.3111 19.8303 6.4452  -0.741
O -21.1169 21.6432 5.9132  -0.195
C -21.6724 21.0681 4.8454  -0.289
C -20.9178 21.8993 3.7528  -0.947
O -19.3184 22.1542 7.5561  -0.247
C -18.8873 23.2303 6.6860  -0.056
C -19.5443 24.5130 7.0318  -1.085
H -21.2614 20.6095 10.8246  0.282
H -20.3628 22.0276 10.0651  0.299
H -21.8108 22.3191 10.8736  0.367
H -22.9276 20.9033 9.2610  0.394
H -22.0890 22.2911 8.5161  0.224
H -21.4664 20.0161 4.6480  0.325
H -22.7063 21.1503 4.5104  0.344
H -21.6877 22.4562 3.2188  0.328
H -20.1120 22.5805 4.0259  0.200
H -20.4782 21.3549 2.9171  0.317
H -17.8286 23.3196 6.9293  0.318
H -18.8257 22.9366 5.6382  0.164
H -20.5885 24.4241 6.7321  0.252
H -19.4668 24.6847 8.1054  0.297
H -19.2029 25.4468 6.5850  0.400
C -6.6091 20.9259 7.8840  -1.157
C -7.9606 20.4616 7.3556  -0.113
O -8.8736 21.5192 7.0768  -0.299
P -10.3035 21.4544 7.8926  0.868
O -11.2738 20.3792 7.5107  -0.720
O -9.7795 21.3077 9.4641  -0.285
C -10.7511 20.9180 10.4437  -0.387
C -11.6381 22.0621 10.8751  -1.078
O -10.8362 22.9137 7.8206  -0.202
C -10.1705 24.0046 8.4660  -0.123
C -11.2176 25.0923 8.6579  -1.294
H -6.7577 21.5998 8.7277  0.294
H -6.0472 20.0763 8.2721  0.348
H -6.1211 21.2819 6.9766  0.326
H -7.8958 19.7544 6.5287  0.356
H -8.3855 20.0103 8.2521  0.221
H -11.3353 20.0527 10.1306  0.366
H -10.1726 20.6154 11.3166  0.319
H -11.0212 22.8752 11.2578  0.261
H -12.5263 22.2529 10.2728  0.256
H -12.2512 21.6190 11.6599  0.487
H -9.6587 23.7616 9.3972  0.307
H -9.3810 24.3146 7.7814  0.422
H -11.8244 25.2810 7.7723  0.313
H -11.9338 24.9804 9.4720  0.296
H -10.7187 26.0307 8.8998  0.400
C -16.8564 15.2112 -6.9828  -1.094
C -16.4489 14.9007 -5.5207  -0.291
O -16.2849 13.5040 -5.4584  -0.236
P -15.1625 12.7880 -4.5523  0.840
O -15.1207 13.1011 -3.0974  -0.726
O -15.4532 11.1970 -4.8616  -0.241
C -16.5381 10.5031 -4.3813  -0.257
C -15.9295 9.6400 -3.1770  -1.107
O -13.8129 13.0726 -5.3433  -0.174
C -13.9077 12.9778 -6.7568  0.054
C -12.5309 12.4787 -7.1536  -1.387
H -17.7929 14.7603 -7.3109  0.318
H -17.1012 16.2577 -7.1645  0.397
H -16.1393 14.8328 -7.7113  0.220
H -15.5327 15.3754 -5.1696  0.344
H -17.1467 15.0315 -4.6936  0.326
H -17.2737 11.1835 -3.9523  0.262
H -17.0126 9.9318 -5.1792  0.370
H -16.6173 8.8306 -2.9324  0.390
H -15.0615 9.1428 -3.6101  0.305
H -15.5278 10.2459 -2.3649  0.281
H -14.7345 12.3822 -7.1438  0.442
H -14.0181 13.9831 -7.1635  0.159
H -12.3370 11.4655 -6.8018  0.331
H -12.3983 12.6757 -8.2175  0.389
H -11.6778 12.9840 -6.7009  0.300

Summary:
* energy relative to the best compared isomer or geometry (same formula, charge and spin): 5.704 eV
* F_max: 7.68 eV Å⁻¹
* total charge: +2
* highest occupied orbital energy: -13.59 eV

---

[2]
A structure of composition C27H67F2N4Ni2O19PS2 at a distorted geometry. Source: the OMol25 dataset; level of theory: ωB97M-V with the def2-TZVPD basis set.

Each line ends with the Mulliken spin population.
Cartesian coordinates (Å):
Ni -2.7167 -15.1736 -1.2680  1.832
Ni 1.6652 -16.4951 -0.3237  1.765
O -1.7365 -16.8833 -1.6670  -0.015
P -0.8772 -18.0551 -1.5184  0.017
O 0.5772 -17.9914 -1.1973  0.012
F -1.0396 -18.9659 -2.7995  -0.004
F -1.4500 -19.0510 -0.4212  -0.001
S 0.3387 -14.0703 -2.3466  0.013
O -1.1441 -14.0815 -2.0974  0.023
O 0.5395 -14.0972 -3.7960  0.008
O 0.8655 -12.8119 -1.7745  0.007
O 1.0661 -15.1836 -1.7098  0.053
S -0.8239 -15.1311 1.4573  0.020
O -0.3428 -13.8499 1.9227  0.015
O 0.2519 -15.7760 0.6800  0.086
O -1.2908 -16.0243 2.5170  0.008
O -1.8529 -14.9480 0.4162  0.064
C -5.1753 -17.3766 -2.2351  0.014
C -5.5358 -16.7406 -0.8285  -0.002
C -5.7616 -17.9189 0.1128  0.000
O -4.4266 -16.0546 -0.4136  0.023
H -5.9390 -18.0896 -2.5689  0.000
H -4.2221 -17.8951 -2.1618  -0.001
H -5.0942 -16.5355 -2.9280  -0.001
H -6.4643 -16.1470 -0.8628  0.000
H -4.8866 -18.5463 0.2867  0.000
H -6.5205 -18.6028 -0.3010  0.000
H -6.1694 -17.6073 1.0795  0.000
C 1.6170 -20.2154 -6.3264  0.000
O 1.7457 -21.0734 -5.2181  0.000
C 1.2303 -20.4777 -4.0288  0.001
C 1.3988 -21.3787 -2.8135  0.000
N 2.7320 -21.2459 -2.2155  0.000
C 2.9194 -22.3425 -1.2536  0.000
C 4.1587 -22.2517 -0.3904  0.000
O 4.0438 -23.2700 0.5911  0.000
C 4.0402 -22.7835 1.9362  0.000
H 1.9763 -20.7332 -7.2172  0.000
H 2.2334 -19.3313 -6.1411  0.000
H 0.5628 -19.9846 -6.5230  0.000
H 0.1564 -20.3381 -4.1927  0.000
H 1.6355 -19.4682 -3.9335  0.000
H 1.1942 -22.4008 -3.1418  0.000
H 0.7083 -20.8998 -2.1158  -0.001
H 3.4272 -21.3144 -2.9545  0.000
H 2.8748 -23.3698 -1.6484  0.000
H 2.0051 -22.3115 -0.6530  0.000
H 4.1540 -21.2592 0.0748  0.000
H 5.0770 -22.3168 -0.9808  0.000
H 3.2410 -22.0611 2.1237  0.000
H 4.9940 -22.3284 2.2033  0.000
H 3.7899 -23.6934 2.4773  0.000
C 2.0730 -16.2739 -5.2828  -0.002
O 3.4650 -16.4387 -5.0871  0.000
C 3.7956 -16.3471 -3.7057  0.003
C 3.1862 -17.4915 -2.8750  -0.017
N 3.5053 -17.1959 -1.4664  0.052
C 3.4179 -18.4327 -0.6619  -0.032
C 3.4369 -18.1737 0.8454  0.005
O 2.2474 -17.6023 1.3404  0.038
C 2.1039 -17.6246 2.7525  0.004
H 1.4425 -17.1025 -4.9405  0.001
H 1.9003 -16.3244 -6.3647  0.000
H 1.7196 -15.3189 -4.8828  0.001
H 3.5473 -15.3640 -3.2948  -0.001
H 4.8862 -16.4142 -3.6368  0.000
H 3.6727 -18.4177 -3.2021  -0.001
H 2.1247 -17.5728 -3.0742  0.012
H 4.4828 -16.9283 -1.4752  0.002
H 4.3034 -19.0676 -0.8411  0.002
H 2.6855 -19.1867 -0.9445  -0.004
H 4.3386 -17.5824 1.0576  -0.002
H 3.6794 -19.1531 1.2780  0.000
H 1.4261 -16.8420 3.0884  0.000
H 3.0929 -17.4147 3.1733  0.001
H 1.7553 -18.5809 3.1438  0.001
C 0.7686 -12.4937 -5.4943  0.001
O -0.2286 -13.4483 -5.7055  0.001
C 0.1129 -14.5228 -6.5136  0.000
C -1.1143 -15.4525 -6.6146  0.000
N -1.3016 -16.2572 -5.4453  0.001
C -0.6447 -17.5544 -5.5215  0.000
C -1.5349 -18.7056 -6.1379  0.000
O -2.8970 -18.4029 -5.9742  0.000
C -3.3310 -18.6047 -4.6357  0.002
H 0.7286 -11.6380 -6.1777  0.000
H 1.8019 -12.8632 -5.4756  0.000
H 0.6500 -12.1622 -4.4587  0.000
H 0.9129 -15.1345 -6.0585  0.001
H 0.5264 -14.1596 -7.4711  0.000
H -0.9138 -16.0402 -7.5290  0.000
H -2.0133 -14.8724 -6.8289  0.000
H -2.2644 -16.5005 -5.2672  -0.001
H -0.3230 -17.9522 -4.5518  0.000
H 0.3217 -17.4415 -6.0235  0.000
H -1.2650 -19.5676 -5.5230  0.000
H -1.3002 -18.7742 -7.1976  0.000
H -3.0905 -17.7874 -3.9489  0.003
H -2.8196 -19.4736 -4.2145  0.000
H -4.4148 -18.6632 -4.5932  0.000
C -8.4558 -16.8936 4.3281  0.000
O -7.7496 -18.0918 4.5697  0.000
C -6.3389 -17.8993 4.3865  0.000
C -5.6797 -19.1922 3.9502  0.000
N -4.2512 -18.9298 3.7844  0.000
C -3.4871 -20.1761 3.5342  0.000
C -2.2721 -19.7383 2.6812  0.000
O -1.2003 -20.6630 2.9113  0.000
C -0.1610 -20.4840 1.9530  0.000
H -9.5030 -17.0493 4.5983  0.000
H -8.5025 -16.7571 3.2410  0.000
H -8.0952 -15.9844 4.8107  0.000
H -5.9155 -17.6786 5.3716  0.000
H -6.1596 -17.1697 3.5970  0.000
H -6.1993 -19.5242 3.0467  0.000
H -5.8181 -19.9929 4.6948  0.000
H -3.9784 -18.7061 4.7383  0.000
H -3.9233 -20.9607 2.9161  0.000
H -3.1225 -20.6116 4.4690  0.000
H -1.9652 -18.7257 2.9518  0.000
H -2.5659 -19.8104 1.6319  0.000
H -0.2777 -20.9961 0.9958  0.000
H 0.6824 -20.8985 2.5197  0.000
H -0.0136 -19.4080 1.8259  -0.001

Summary:
* energy relative to the best compared isomer or geometry (same formula, charge and spin): 3.467 eV
* F_max: 3.52 eV Å⁻¹
* total charge: -2
* multiplicity: 5
* highest occupied orbital energy (spin up / spin down): -2.35 / -2.33 eV